No. 1
{
  "formula": "C4H6S",
  "method": "wB97M-V/def2-TZVPD",
  "total_energy_ev": -15074.654,
  "de_lowest_kj_mol": 495.9,
  "e_homo_ev": -8.644,
  "species": ["C", "C", "C", "C", "H", "H", "H", "H", "H", "H", "S"],
  "xyz": [[-1.1103, -0.7599, -0.9635], [0.4730, -0.3682, -0.7629], [1.0181, 0.4737, 0.3981], [0.2205, 1.0114, 1.4008], [-1.2312, -1.8185, -0.1696], [-1.1778, -0.7667, -2.3716], [-1.7896, 0.3827, -0.2693], [2.1825, 0.4642, 0.5882], [-0.9120, 1.2113, 1.2173], [0.7154, 1.3773, 2.4858], [1.6115, -1.2071, -1.5533]],
  "forces_ev_per_angstrom": [[1.247, 2.149, 1.061], [-0.660, -0.345, 1.216], [-0.594, 0.320, 2.120], [0.946, 0.543, 0.270], [-0.051, 3.278, -3.103], [-0.409, -0.392, 5.000], [1.640, -3.821, -2.632], [-2.591, -0.223, -0.725], [2.196, -0.670, 0.701], [-1.483, -0.870, -3.377], [-0.241, 0.030, -0.531]]
}



No. 2
{
  "formula": "C4H6S",
  "method": "wB97M-V/def2-TZVPD",
  "total_energy_ev": -15078.422,
  "de_lowest_kj_mol": 132.2,
  "e_homo_ev": -7.983,
  "species": ["C", "C", "C", "C", "S", "H", "H", "H", "H", "H", "H"],
  "xyz": [[1.3977, -0.0614, -0.1605], [0.0649, -0.1243, 0.0192], [-0.0490, 0.9008, 1.0660], [-0.9682, -0.7723, -0.8866], [1.8295, 1.0083, 1.1406], [2.1361, -0.5956, -0.6104], [-0.4151, 1.7091, 0.4900], [-0.4284, 0.6462, 2.0313], [-0.9213, -0.3128, -1.8766], [-1.8231, -0.5363, -0.2694], [-0.8232, -1.8617, -0.9437]],
  "forces_ev_per_angstrom": [[-1.557, 0.122, 1.837], [2.199, -1.453, -2.179], [1.153, -0.148, 0.035], [0.860, 0.304, 1.641], [-0.828, 0.778, 0.447], [1.557, -1.438, -2.036], [-0.768, 1.669, 0.568], [-0.752, 0.161, 0.411], [-0.490, -0.099, 0.193], [-1.245, -0.311, -0.869], [-0.128, 0.414, -0.048]]
}



No. 3
{
  "formula": "C4H6S2",
  "method": "wB97M-V/def2-TZVPD",
  "total_energy_ev": -25908.535,
  "de_lowest_kj_mol": 651.9,
  "e_homo_ev": [-9.077, -9.044],
  "species": ["C", "C", "C", "C", "S", "S", "H", "H", "H", "H", "H", "H"],
  "xyz": [[0.8289, 0.2180, -0.8592], [0.3443, -2.1335, 0.1552], [0.0987, -0.8328, -0.1496], [-1.1766, -0.4482, 0.4565], [1.6318, 1.4733, 0.3787], [1.5379, -4.3126, 0.6222], [1.6558, -0.0720, -1.4561], [0.2613, 0.8622, -1.6047], [2.8301, 1.5350, -0.1946], [-1.7800, -1.3108, 0.6715], [-1.7197, 0.1572, -0.2870], [-1.3568, 0.1095, 1.4195]],
  "forces_ev_per_angstrom": [[1.059, 2.635, -0.658], [0.683, 1.748, -0.827], [1.401, -3.024, 1.275], [-3.046, 1.003, 1.018], [-1.034, -0.750, -0.422], [-0.954, 1.696, -0.374], [0.796, -0.930, -0.236], [-0.113, -1.030, 1.342], [0.152, -0.159, -0.210], [-0.493, -0.654, -0.215], [-0.017, -0.366, 0.068], [1.567, -0.168, -0.763]]
}